Entry P
# CH2INS

A cluster of 2 separate species, CH2INS in total (ωB97M-V/def2-TZVPD, the OMol25 dataset).

Cartesian coordinates (Å):
C 0.19953 0.92193 0.92972
N -0.76380 -0.53359 -1.07884
S 0.19805 0.29909 2.34257
I 0.83819 -1.12336 -2.07983
H 0.59651 1.72265 0.35210
H -1.06847 -1.28673 -0.46573

Its orbital gap (spin up / spin down) is 6.78 / 8.66 eV. The calculation puts the HOMO energy (spin up / spin down) at -7.67 / -8.98 eV.

***

Entry Q
# CH2INS

A cluster of 2 separate species, CH2INS in total (ωB97M-V/def2-TZVPD, the OMol25 dataset).

Cartesian coordinates (Å):
C -0.90143 -0.41953 0.42780
N 1.04474 0.97614 -0.38154
S -2.12267 -0.62610 -0.49620
I 2.66546 -0.13687 -0.15440
H -0.46069 -0.79652 1.32312
H 0.73788 0.94140 -1.35135

Its orbital gap (spin up / spin down) is 6.87 / 8.35 eV. The calculation puts the HOMO energy (spin up / spin down) at -7.77 / -8.82 eV.

***

Entry R
# CH2INS

A cluster of 2 separate species, CH2INS in total (ωB97M-V/def2-TZVPD, the OMol25 dataset).

Cartesian coordinates (Å):
C -2.87092 1.84898 0.43424
N -0.24328 -0.17590 -0.57357
S -1.92586 2.99329 -0.03010
I -2.10880 -1.03119 -0.00618
H 0.32409 -1.00631 -0.90076
H 0.00166 -0.12955 0.34489

Its orbital gap is 8.55 eV. The calculation puts the HOMO energy at -9.00 eV.

***

Which of them is most stable, and which least? Most stable: entry R; least stable: entry P.